[1]
Entry from the OMol25 dataset: a cluster of 4 separate species, C25H37BF4N2O6 in total in a non-equilibrium geometry (ωB97M-V/def2-TZVPD).

Results
* lowest unoccupied orbital energy: -0.68 eV
* frontier orbital gap: 8.6 eV
* HOMO: -9.2 eV
* largest force on an atom: 1.6 eV/Å
* DFT total energy: -1960.17562 hartree

Structure (XYZ):
```
75
Properties=species:S:1:pos:R:3:forces:R:3
F -7.34130 -1.30966 -0.29172 0.24 -0.12 -0.56
F -6.58230 3.49915 -0.54158 -0.02 -0.08 -0.47
F -8.53485 -1.48566 -2.13815 0.45 -0.03 0.02
F -9.45967 -0.97810 -0.26187 0.16 -0.04 -0.12
O 8.83800 -3.32727 0.63155 -0.10 0.11 0.05
O 0.22559 1.11602 -1.31430 -0.28 -1.08 -0.39
O -0.73717 -0.63163 0.02625 0.47 -0.10 -0.97
O 2.11085 5.53759 -0.82778 0.05 -0.14 0.12
O 1.56325 -0.82137 -0.65381 -0.75 0.16 -0.48
O 3.72899 -2.93237 2.48781 -0.29 0.03 0.11
N -2.78948 0.00894 -0.76893 0.19 -0.75 -0.43
N -2.62845 -2.14025 -2.69100 0.07 0.97 1.07
C -3.79529 -0.26049 -1.65431 -0.14 0.59 0.51
C 2.94696 -3.74583 3.37003 0.02 -0.14 -0.15
C -5.36788 3.06387 -1.09809 0.61 0.01 0.95
C -7.32357 1.10417 -2.47106 0.13 -0.97 0.14
C 1.85925 -2.85027 3.94268 0.06 0.10 0.19
C -5.02991 1.65493 -0.55315 -0.56 0.33 -0.26
C -1.78132 -0.80349 -0.85766 -0.62 0.64 0.70
C 2.78437 4.34406 1.10499 -0.14 0.07 0.12
C 9.15902 -1.99224 1.03273 0.11 -0.09 0.13
C 2.32072 3.35090 0.04957 0.20 -0.14 -0.04
C 3.03073 5.59074 0.26823 0.12 0.03 -0.15
C 1.63628 -1.86354 2.80531 -0.13 -0.10 -0.16
C -4.96894 0.55796 -1.60517 0.43 0.42 0.56
C -5.90628 -0.74575 -3.41518 0.03 0.57 0.50
C 7.83819 -1.29647 1.32522 -0.03 0.05 -0.16
C -8.33766 -0.77827 -1.01622 -1.16 0.58 0.91
C -8.19498 0.71787 -1.24251 0.42 0.31 -0.91
C 1.51555 4.23632 -0.88527 -0.20 0.13 0.08
C 7.45984 -3.59182 0.92303 -0.01 0.01 -0.19
C 6.97516 -2.45482 1.80688 0.00 0.06 0.15
C 3.04511 -1.69129 2.26353 0.24 0.14 0.06
C -4.79269 -1.50062 -3.45220 0.28 -1.09 -0.70
C -6.00425 0.32101 -2.46400 -0.73 0.08 -0.94
C -1.71213 -1.86500 -1.80116 0.97 -0.79 -0.17
C -3.70050 -1.30295 -2.58100 -0.73 -0.28 -0.83
B 0.36828 -0.10642 -0.67208 0.09 0.12 0.90
H 9.72980 -1.50139 0.24291 0.02 -0.09 -0.03
H 7.93503 -0.48836 2.04976 0.02 -0.02 0.00
H 3.58530 -0.90526 2.80469 -0.06 0.05 -0.01
H -7.74380 1.16092 -0.35356 -0.43 -0.12 0.05
H 6.91184 -3.61909 -0.02512 -0.08 -0.03 0.04
H -7.19009 2.18594 -2.51494 -0.05 -0.19 0.23
H 3.05947 -1.45376 1.20109 0.05 -0.06 0.00
H -6.71181 -0.98892 -4.10265 -0.01 0.29 0.21
H -5.39928 3.12899 -2.18911 -0.17 -0.03 0.19
H 1.18420 -0.92357 3.12050 0.02 0.00 0.00
H 2.87581 6.51314 0.82963 -0.04 0.03 -0.08
H -0.82186 -2.50210 -1.78082 -0.21 0.12 0.01
H 3.18529 2.93956 -0.47813 -0.03 -0.03 0.01
H 2.23362 -2.32302 4.82395 -0.01 -0.03 0.00
H 3.66580 4.02161 1.65816 0.01 0.01 -0.03
H 7.19859 -2.67311 2.85444 -0.04 -0.01 -0.01
H 1.63514 -1.27790 -1.50331 0.53 -0.07 0.21
H 0.99413 -2.31186 2.04292 0.00 0.06 -0.01
H 9.78470 -2.04876 1.93047 0.01 0.10 0.00
H 7.42149 -0.88072 0.40382 0.02 0.02 0.02
H 5.90575 -2.27502 1.71946 0.05 -0.08 0.02
H -4.62093 3.76962 -0.71301 -0.13 -0.07 -0.30
H 7.36991 -4.56695 1.40320 0.08 -0.01 -0.04
H -4.11847 1.74390 0.03913 -0.04 -0.38 -0.30
H -5.82781 1.40197 0.15938 0.24 0.11 -0.07
H -7.85308 0.82452 -3.39185 0.06 0.07 0.26
H 0.29859 0.92864 -2.26144 0.30 0.69 0.00
H -4.74050 -2.32673 -4.16066 0.18 0.15 0.16
H 1.97993 4.52619 1.82228 0.03 0.01 0.00
H -9.20415 1.10996 -1.40968 0.20 -0.04 0.30
H 4.04646 5.59953 -0.14186 0.04 0.01 0.09
H 1.74168 2.52212 0.45142 -0.02 0.03 -0.02
H 0.96409 -3.40030 4.23048 0.02 -0.01 -0.03
H 0.47595 4.32328 -0.55190 -0.02 -0.11 -0.04
H 2.51858 -4.56611 2.78408 -0.04 -0.04 0.08
H 3.59188 -4.17016 4.14098 0.07 0.01 -0.06
H 1.52125 3.87526 -1.91431 0.01 0.10 -0.02
```
Forces are in eV/Å.

=====

[2]
Entry from the OMol25 dataset: a structure of composition C25H37Cl2N6O8RbS (ωB97M-V/def2-TZVPD).

Results
* lowest unoccupied orbital energy: -0.06 eV
* energy relative to the best compared isomer or geometry (same formula, charge and spin): 0.000 eV
* frontier orbital gap: 7.5 eV
* HOMO: -7.5 eV
* largest force on an atom: 0.2 eV/Å
* DFT total energy: -3247.99117 hartree

Structure (XYZ):
```
80
Properties=species:S:1:pos:R:3:forces:R:3
Rb 0.30645 0.19286 0.21332 -0.03 -0.06 0.11
Cl -3.12413 3.81800 0.37071 0.01 0.00 0.00
Cl -0.19976 3.72552 0.07661 -0.05 -0.03 -0.01
S 0.70148 1.26086 -3.08284 0.02 -0.04 -0.01
O 1.78854 1.62039 2.35963 -0.01 -0.09 0.03
O -0.41836 -2.50131 0.43949 0.00 0.08 -0.02
O -0.95424 1.81525 3.27043 -0.02 -0.02 0.00
O -4.39212 -5.93824 3.78327 -0.01 0.00 0.00
O -1.71659 -0.63123 2.22667 0.08 0.01 -0.03
O 2.97692 2.39076 0.08259 -0.01 -0.01 -0.05
O -3.53671 -7.44422 2.50458 -0.01 0.00 0.00
O 3.12259 -0.64915 -0.95879 0.03 0.08 -0.02
N 0.84800 -1.36399 -2.65189 0.03 0.03 -0.04
N 2.39415 3.44902 3.53534 -0.01 -0.04 0.01
N -2.41917 0.25624 -1.13877 -0.02 -0.01 0.00
N -3.63147 -6.29130 2.89567 0.02 0.00 0.01
N 4.19785 0.84654 -2.27279 0.06 0.13 -0.03
N -0.93385 -0.64468 -3.90734 -0.01 -0.03 0.01
C -1.56665 4.07104 1.16722 0.01 0.05 -0.03
C -1.60790 -1.93967 -3.90896 -0.01 0.00 0.03
C -1.89452 -5.67098 1.24764 -0.01 -0.02 0.01
C -4.18302 1.26234 -2.40459 0.00 -0.01 0.00
C -2.25600 -1.66608 2.60296 0.00 0.01 0.04
C -2.86987 1.20195 -1.96228 0.03 0.02 0.01
C 4.07018 -0.00438 -3.44525 0.00 -0.03 0.07
C 2.36190 2.70414 2.41573 -0.02 0.08 -0.03
C 2.98049 4.77294 3.63042 -0.01 0.01 -0.01
C 0.41224 -2.75254 -2.71252 0.00 -0.01 0.00
C 1.76032 2.94568 4.74758 -0.01 0.00 0.01
C -1.10320 -2.79190 -2.75741 0.00 -0.01 -0.02
C -1.10560 -4.73643 0.65822 0.00 0.01 0.00
C -1.14436 -3.33564 1.02363 -0.01 -0.01 -0.05
C -2.79315 -5.29335 2.26962 0.02 0.01 -0.03
C -2.87136 -3.98746 2.67456 -0.03 0.02 0.02
C 0.18311 -0.35524 -3.22149 0.00 0.08 -0.01
C -5.07455 0.29544 -1.96550 0.00 0.00 0.00
C -2.08186 -2.99661 2.08185 0.01 -0.02 -0.01
C 3.07718 3.25435 1.17925 0.02 0.01 -0.01
C 3.89932 1.31394 0.12869 -0.06 -0.03 0.06
C 3.69584 0.43458 -1.10138 -0.09 -0.10 0.05
C -3.28424 -0.66764 -0.72183 0.00 0.00 -0.01
C 4.57790 2.22215 -2.54819 -0.01 -0.06 0.00
C -4.61706 -0.69113 -1.10666 0.00 0.00 -0.01
H -3.56116 -3.72384 3.46700 0.00 0.00 0.00
H -2.97591 -1.61042 3.44264 0.00 0.00 -0.01
H 2.60197 4.18912 0.87917 -0.01 0.00 0.02
H 2.32029 3.30777 5.60909 0.00 0.00 0.00
H 4.58902 2.81592 -1.64143 0.01 0.00 -0.01
H -6.10897 0.31248 -2.28474 0.00 0.00 0.00
H -2.68006 -1.76173 -3.80812 0.00 0.00 -0.01
H 4.08200 -1.04498 -3.13300 -0.01 -0.01 -0.03
H 4.91822 0.18522 -4.10287 0.00 0.01 0.00
H 3.23349 5.17389 2.65441 0.00 -0.01 0.00
H -0.02421 1.60780 3.09829 0.05 0.02 0.00
H -1.49910 5.11448 1.44980 -0.01 -0.01 0.02
H 0.84272 -3.24691 -3.59042 0.00 0.00 0.00
H 1.77015 1.85960 4.74340 0.01 0.00 -0.01
H -1.47705 -2.41166 -1.80722 0.00 0.00 0.00
H -5.27466 -1.46565 -0.73580 0.00 0.00 0.00
H 3.13887 0.21365 -3.97223 0.00 -0.01 -0.01
H 4.12719 3.46336 1.42427 0.00 0.01 -0.03
H 0.72425 3.28071 4.82199 0.00 0.00 0.00
H -0.40347 -5.01427 -0.11816 0.00 0.00 0.00
H -1.48796 3.39017 2.00997 -0.01 0.00 0.00
H -2.13663 1.93599 -2.28157 0.00 0.00 0.00
H 3.88288 4.75538 4.24615 0.00 0.00 0.00
H -1.45266 -3.81758 -2.87547 0.00 0.00 0.01
H 3.84884 2.66677 -3.22909 0.01 0.01 -0.01
H 5.56388 2.24634 -3.01459 0.01 0.01 -0.01
H -1.44021 -2.44367 -4.86522 0.01 0.00 0.00
H -4.49556 2.05587 -3.07007 0.00 0.00 0.00
H 3.70556 0.67470 0.99151 0.04 0.02 0.01
H -1.84899 -6.71082 0.95573 0.00 0.00 0.00
H 2.26309 5.45245 4.09306 0.00 0.01 -0.01
H 4.92522 1.69914 0.18274 0.02 -0.02 -0.02
H -1.42513 0.16369 -4.24866 0.00 -0.01 0.00
H 0.77192 -3.24696 -1.81210 0.00 0.00 0.00
H -1.42274 0.99226 3.03591 -0.01 0.01 0.00
H -2.88615 -1.42434 -0.05526 0.00 0.01 0.01
H 1.71633 -1.13474 -2.17627 -0.02 -0.01 0.04
```
Forces are in eV/Å.

=====

[3]
Entry from the OMol25 dataset: a structure of composition C25H37FGaN4O3S2 in a non-equilibrium geometry (ωB97M-V/def2-TZVPD).

Results
* total charge: +3
* lowest unoccupied orbital energy: -8.28 eV
* energy relative to the best compared isomer or geometry (same formula, charge and spin): 1.855 eV
* frontier orbital gap: 7.2 eV
* HOMO: -15.5 eV
* largest force on an atom: 3.1 eV/Å
* DFT total energy: -4239.67510 hartree

Structure (XYZ):
```
73
Properties=species:S:1:pos:R:3:forces:R:3
Ga 2.63679 -1.87110 0.44571 0.56 1.18 0.18
S 3.74678 0.22800 -0.11272 1.14 0.12 0.26
S 1.83447 -3.51162 1.96269 0.84 0.32 0.67
F -3.07093 0.80238 2.91387 0.43 0.19 -1.24
O 0.91987 -0.98261 0.59654 -0.48 0.35 -0.76
O 2.58427 -1.81566 -1.51575 -0.85 -2.14 0.13
O 1.88919 -1.18205 -3.54347 -0.22 0.19 1.79
N -0.94332 1.45755 -2.18010 1.65 -2.34 1.26
N -4.61107 2.24833 0.94015 0.86 -0.17 -0.33
N 4.38363 -2.54078 0.79092 0.97 0.90 1.15
N -7.13275 3.34189 1.26708 -1.11 0.10 0.29
C 2.01987 -2.24029 3.30679 -0.49 -0.24 -0.07
C -1.46891 2.39591 -3.08693 -0.73 1.15 -1.07
C 1.77144 -1.08154 -2.33892 -0.01 -0.19 -1.49
C -5.14505 2.39890 2.28120 0.05 -0.05 0.42
C 0.09692 0.65257 -2.56322 -1.26 1.07 0.83
C -6.11760 3.57496 2.32234 0.81 0.04 0.01
C -3.33551 1.70537 0.69286 0.12 0.13 -0.79
C 5.20703 -0.76959 -0.69256 -0.14 0.59 -0.12
C -1.37271 0.37981 1.35636 -0.32 0.30 -0.44
C 0.32032 -0.26855 -0.33127 1.33 -0.75 0.40
C -0.84206 0.45723 0.04633 -0.60 0.74 -0.19
C -1.51484 1.27141 -0.90861 0.04 -0.13 -0.04
C 0.75371 -0.19965 -1.68908 -0.33 -0.23 0.16
C -2.57580 0.98212 1.64099 0.22 -0.55 1.19
C -6.62631 3.15588 -0.11421 0.53 0.06 -0.26
C 5.59223 -1.81687 0.33283 -0.80 -0.40 0.55
C 3.47407 -4.34326 2.19185 -0.44 -0.31 0.05
C -1.64784 1.96450 -4.50720 -0.50 -0.07 -0.59
C 3.58332 -4.22479 -1.13154 0.53 -0.88 -1.41
C -5.62961 2.00675 -0.06605 -0.17 -0.12 -0.39
C -2.75051 1.85332 -0.58619 -0.32 0.06 0.63
C -0.58588 2.95049 -4.16373 0.22 0.33 -0.16
C 4.42799 0.84179 1.45876 -0.36 0.26 -0.20
C 4.66809 -3.44012 1.91940 -0.13 0.83 -0.47
C 2.34929 -3.63188 -1.67030 0.68 0.68 -0.58
H 3.45859 -4.68536 3.23184 0.06 -0.13 -0.27
H -3.30143 2.42309 -1.33604 0.33 -0.23 0.39
H 6.10462 -1.35624 1.19263 0.04 -0.13 -0.26
H 0.40169 0.70714 -3.60479 0.07 -0.01 0.31
H -7.59992 2.46986 1.52279 -0.51 0.12 0.04
H -2.19611 3.09418 -2.67729 0.40 -0.38 0.00
H -7.81051 4.10985 1.28449 -0.17 -0.25 0.03
H -4.33133 2.59389 2.98802 -0.39 -0.10 -0.15
H 5.54069 -4.06414 1.66080 -0.28 0.05 0.23
H 2.24371 -2.79470 4.22508 -0.08 0.23 -0.19
H 2.24974 -3.62589 -2.75337 -0.28 0.00 0.19
H -6.17852 1.06375 0.15241 0.21 0.28 -0.10
H 4.92879 -1.21368 -1.65744 0.04 0.25 0.31
H -6.17762 4.10604 -0.41574 0.05 -0.20 -0.04
H -2.52886 2.35350 -5.01586 0.26 -0.33 -0.02
H 4.33096 -4.36445 -1.92967 -0.48 -0.21 0.11
H 3.45952 -5.21061 1.51818 -0.10 0.25 0.36
H 2.79813 -1.48336 3.11831 -0.19 -0.42 -0.06
H 3.71081 1.60055 1.78698 0.28 -0.08 0.11
H 4.93092 -2.84906 2.81361 0.01 -0.29 -0.11
H 0.45434 2.62342 -4.19337 -0.28 0.29 -0.02
H -5.68564 1.47799 2.58837 0.27 0.30 0.08
H -1.34238 0.94671 -4.76513 -0.27 0.35 0.05
H 1.03959 -1.75540 3.38076 0.32 -0.11 0.10
H 6.26994 -2.55395 -0.12793 0.04 0.35 0.07
H -7.47609 2.92816 -0.76371 0.13 0.05 0.13
H -6.62857 3.63139 3.28793 0.05 0.00 -0.20
H 4.11396 -3.56491 -0.39104 -0.60 -0.41 -0.23
H 1.42412 -3.73660 -1.10006 0.05 0.04 -0.22
H -0.82532 -0.17474 2.11258 -0.31 0.05 -0.09
H 6.00883 -0.03880 -0.84971 -0.13 -0.25 -0.05
H -5.63867 4.53276 2.10088 0.05 -0.18 0.08
H -0.78240 3.98459 -4.44348 0.31 -0.26 0.10
H 3.40403 -5.18391 -0.61992 -0.19 0.32 -0.28
H -5.16238 1.90002 -1.04998 -0.33 -0.06 0.27
H 5.39483 1.30932 1.25425 -0.17 -0.07 0.15
H 4.50934 0.05082 2.20982 0.08 0.14 -0.21
```
Forces are in eV/Å.

=====

Taking the records one at a time from the top gives M values of 548.4; 738.0; 594.5 g mol⁻¹.